(1)
{"formula": "C29H35Cl8F7O24", "method": "the ωB97M-V functional and the def2-TZVPD basis", "relative_energy_kcal_mol": 10.07, "smiles": "O=C1OC[C@@H](F)O1.O=C1OC[C@@H](F)O1.O=C1OC[C@@H](F)O1.O=C1OC[C@@H](F)O1.O=C1OC[C@@H](F)O1.O=C1OC[C@@H](F)O1.O=C1OC[C@@H](F)O1.C[C@H]1COC(=O)O1.ClCCl.ClCCl.ClCCl.ClCCl", "energy_ha": -7312.5379, "lumo_energy_ev": -0.283, "homo_energy_ev": -10.554, "symbols": ["O", "C", "O", "C", "C", "F", "O", "H", "H", "H", "O", "C", "O", "C", "C", "F", "O", "H", "H", "H", "O", "C", "O", "C", "C", "F", "O", "H", "H", "H", "O", "C", "O", "C", "C", "F", "O", "H", "H", "H", "O", "C", "O", "C", "C", "F", "O", "H", "H", "H", "O", "C", "O", "C", "C", "F", "O", "H", "H", "H", "O", "C", "O", "C", "C", "F", "O", "H", "H", "H", "C", "C", "C", "O", "C", "O", "O", "H", "H", "H", "H", "H", "H", "Cl", "C", "Cl", "H", "H", "Cl", "C", "Cl", "H", "H", "Cl", "C", "Cl", "H", "H", "Cl", "C", "Cl", "H", "H"], "coordinates": [[-2.161, -3.058, -8.815], [-2.491, -2.861, -7.695], [-2.166, -3.601, -6.629], [-2.879, -3.091, -5.494], [-3.383, -1.718, -5.970], [-2.459, -0.827, -5.431], [-3.356, -1.854, -7.360], [-3.640, -3.750, -5.070], [-2.165, -2.965, -4.684], [-4.358, -1.451, -5.565], [0.437, 6.055, 4.532], [0.506, 5.690, 3.411], [1.644, 5.644, 2.673], [1.241, 5.538, 1.300], [-0.077, 4.826, 1.422], [0.209, 3.463, 1.511], [-0.535, 5.238, 2.672], [1.072, 6.558, 0.943], [1.983, 5.011, 0.715], [-0.782, 4.996, 0.615], [0.784, 0.027, -7.495], [0.723, -0.407, -6.394], [0.675, -1.718, -6.091], [1.099, -1.872, -4.744], [0.756, -0.513, -4.132], [1.642, -0.020, -3.236], [0.780, 0.327, -5.268], [0.551, -2.670, -4.247], [2.167, -2.102, -4.698], [-0.246, -0.512, -3.705], [-2.172, 0.810, -2.789], [-2.601, 1.776, -2.248], [-2.946, 1.848, -0.953], [-3.416, 3.154, -0.622], [-2.943, 3.956, -1.803], [-1.704, 4.510, -1.539], [-2.757, 3.003, -2.815], [-4.504, 3.046, -0.684], [-3.080, 3.479, 0.356], [-3.626, 4.751, -2.092], [6.591, -0.657, -1.084], [5.633, -1.356, -1.101], [5.496, -2.539, -0.531], [4.246, -3.125, -0.893], [3.464, -1.906, -1.413], [2.667, -1.392, -0.432], [4.471, -0.994, -1.742], [4.342, -3.865, -1.685], [3.741, -3.562, -0.038], [2.855, -2.057, -2.302], [1.096, -0.160, 7.289], [0.470, -1.051, 6.826], [-0.428, -1.795, 7.493], [-0.915, -2.858, 6.670], [-0.219, -2.597, 5.339], [-1.139, -2.322, 4.361], [0.620, -1.501, 5.564], [-0.599, -3.789, 7.148], [-1.999, -2.949, 6.646], [0.411, -3.409, 4.972], [4.623, 4.071, 3.030], [4.264, 3.226, 2.294], [3.969, 1.953, 2.657], [3.834, 1.143, 1.496], [4.084, 2.132, 0.326], [2.969, 2.151, -0.488], [4.138, 3.380, 0.957], [4.536, 0.311, 1.469], [2.818, 0.761, 1.418], [4.950, 1.809, -0.254], [0.047, 0.548, 0.538], [-0.271, -0.930, 0.432], [-1.680, -1.409, 0.797], [-2.186, -2.043, -0.361], [-1.280, -2.014, -1.330], [-1.470, -2.501, -2.410], [-0.243, -1.227, -0.994], [0.717, 0.885, -0.249], [0.467, 0.697, 1.534], [-0.831, 1.195, 0.485], [0.441, -1.496, 1.031], [-2.250, -0.534, 1.103], [-1.682, -2.045, 1.682], [0.880, 3.111, 6.554], [1.727, 2.267, 5.273], [0.632, 1.640, 3.987], [2.382, 2.983, 4.792], [2.220, 1.422, 5.737], [0.509, -4.230, 1.582], [1.394, -5.643, 0.884], [2.054, -6.644, 2.166], [0.610, -6.139, 0.326], [2.185, -5.271, 0.249], [-2.773, 2.627, 3.121], [-3.462, 1.384, 4.202], [-3.322, -0.173, 3.396], [-2.832, 1.361, 5.084], [-4.486, 1.681, 4.391], [-5.401, -0.578, -0.447], [-4.780, -1.165, -2.006], [-5.403, -0.259, -3.376], [-3.703, -1.045, -2.016], [-5.015, -2.223, -2.036]]}

(2)
{"formula": "C9H13N2", "method": "the ωB97M-V functional and the def2-TZVPD basis", "relative_energy_kcal_mol": 189.64, "smiles": "C[C@@]12CN1C[C@@H]1C[N+]1=C1C[C@@H]12", "energy_ha": -459.7118, "lumo_energy_ev": -5.245, "homo_energy_ev": -13.320, "charge": 1, "symbols": ["C", "C", "C", "N", "C", "C", "C", "N", "C", "C", "C", "H", "H", "H", "H", "H", "H", "H", "H", "H", "H", "H", "H", "H"], "coordinates": [[-2.211, -0.771, 1.160], [-1.102, -0.213, 0.234], [-1.436, 0.376, -1.050], [-1.138, 1.346, -0.012], [0.275, 1.861, -0.147], [1.415, 1.128, 0.623], [2.800, 1.129, -0.040], [2.051, -0.062, 0.158], [1.627, -1.270, 0.130], [0.911, -2.150, -0.737], [0.104, -1.320, 0.350], [-2.129, -0.262, 2.220], [-2.186, -1.846, 1.191], [-3.076, -0.531, 0.592], [-0.786, 0.367, -1.805], [-2.423, 0.442, -1.297], [0.166, 2.841, 0.112], [0.418, 1.977, -1.164], [1.380, 1.226, 1.774], [2.887, 1.627, -0.950], [3.803, 1.359, 0.524], [0.826, -3.142, -0.562], [1.033, -2.060, -1.739], [-0.055, -1.842, 1.269]]}

(3)
{"formula": "C32H28ErF5N4O2S2", "method": "the ωB97M-V functional and the def2-TZVPD basis", "multiplicity": 4, "relative_energy_kcal_mol": 0.00, "energy_ha": -3916.5772, "lumo_energy_ev": 3.818, "homo_energy_ev": 0.052, "charge": -2, "symbols": ["Er", "C", "N", "C", "C", "N", "C", "C", "C", "C", "C", "C", "C", "S", "C", "C", "C", "C", "C", "C", "S", "H", "H", "H", "H", "H", "H", "H", "H", "H", "H", "H", "H", "H", "H", "H", "H", "H", "H", "N", "C", "C", "O", "O", "H", "H", "H", "H", "C", "C", "C", "C", "C", "C", "C", "C", "N", "H", "H", "H", "H", "H", "H", "F", "C", "C", "C", "F", "C", "F", "C", "F", "C", "F"], "coordinates": [[0.622, 0.098, 0.410], [-0.148, -3.263, 2.765], [-0.302, -1.831, 3.088], [-1.791, -1.554, 3.172], [-2.161, -0.088, 3.093], [-2.081, 0.487, 1.684], [-2.272, 1.920, 1.887], [-3.034, -0.124, 0.781], [-4.383, 0.276, 0.776], [-5.227, 0.070, -0.311], [-4.724, -0.686, -1.377], [-3.432, -1.156, -1.343], [-2.608, -0.990, -0.243], [-1.010, -1.760, -0.357], [0.422, -1.335, 4.189], [0.473, -2.019, 5.419], [1.367, -1.696, 6.415], [2.271, -0.653, 6.215], [2.173, 0.134, 5.071], [1.250, -0.149, 4.034], [1.092, 1.121, 2.849], [0.912, -3.567, 2.813], [-0.439, -3.420, 1.728], [-0.790, -3.943, 3.373], [-2.191, -1.947, 4.156], [-2.204, -2.111, 2.366], [-1.528, 0.462, 3.774], [-3.212, 0.041, 3.448], [-3.259, 2.137, 2.377], [-2.234, 2.493, 0.974], [-1.397, 2.251, 2.509], [-4.752, 0.919, 1.586], [-6.232, 0.430, -0.340], [-5.325, -0.914, -2.241], [-3.003, -1.675, -2.210], [-0.248, -2.797, 5.646], [1.246, -2.132, 7.410], [2.887, -0.320, 7.085], [2.814, 1.020, 4.957], [2.308, -1.455, 0.936], [3.665, -0.953, 0.464], [3.565, 0.371, -0.315], [4.618, 0.912, -0.678], [2.377, 0.728, -0.628], [2.275, -1.390, 1.971], [2.131, -2.443, 0.686], [4.082, -1.737, -0.152], [4.323, -0.876, 1.347], [2.394, -1.582, -3.443], [2.352, -0.528, -4.300], [1.457, -0.451, -5.419], [1.510, 0.563, -6.333], [2.430, 1.617, -6.118], [3.417, 1.482, -5.101], [3.352, 0.498, -4.201], [2.356, 2.740, -7.014], [2.288, 3.680, -7.705], [3.218, -1.576, -2.760], [1.669, -2.363, -3.407], [0.675, -1.202, -5.512], [0.908, 0.626, -7.228], [4.159, 2.287, -5.068], [4.133, 0.432, -3.412], [-1.095, -0.158, -3.339], [-1.038, 1.044, -2.778], [-0.275, 1.258, -1.658], [-0.206, 2.499, -1.103], [0.621, 2.581, 0.064], [-1.000, 3.546, -1.522], [-1.027, 4.736, -0.859], [-1.864, 3.287, -2.584], [-2.749, 4.228, -2.955], [-1.868, 2.047, -3.231], [-2.704, 1.824, -4.272]]}

(4)
{"formula": "C18H14N6OS", "method": "the ωB97M-V functional and the def2-TZVPD basis", "relative_energy_kcal_mol": 0.00, "smiles": "O=C(CSc1n[nH]c(-c2cccnc2)n1)Nc1ccnc2ccccc12", "energy_ha": -1496.3341, "lumo_energy_ev": 0.160, "homo_energy_ev": -8.431, "symbols": ["O", "C", "C", "S", "C", "N", "N", "C", "C", "C", "C", "C", "N", "C", "N", "N", "C", "C", "C", "N", "C", "C", "C", "C", "C", "C", "H", "H", "H", "H", "H", "H", "H", "H", "H", "H", "H", "H", "H", "H"], "coordinates": [[1.197, 1.768, 1.643], [1.985, 1.700, 0.734], [3.488, 1.674, 1.001], [4.433, 0.524, -0.063], [3.313, -0.801, -0.057], [3.465, -1.934, -0.713], [2.294, -2.564, -0.508], [1.479, -1.796, 0.250], [0.101, -2.054, 0.596], [-0.594, -1.118, 1.366], [-1.933, -1.340, 1.626], [-2.525, -2.487, 1.115], [-1.871, -3.383, 0.396], [-0.596, -3.173, 0.139], [2.121, -0.683, 0.556], [1.666, 1.769, -0.604], [0.492, 1.199, -1.126], [0.606, 0.249, -2.119], [-0.537, -0.452, -2.524], [-1.720, -0.271, -2.011], [-1.877, 0.704, -1.094], [-3.172, 0.929, -0.585], [-3.399, 1.939, 0.307], [-2.350, 2.780, 0.708], [-1.078, 2.578, 0.248], [-0.798, 1.513, -0.632], [3.921, 2.658, 0.815], [3.644, 1.400, 2.044], [2.140, -3.475, -0.908], [-0.083, -0.240, 1.731], [-2.505, -0.634, 2.207], [-3.570, -2.705, 1.287], [-0.116, -3.934, -0.463], [2.466, 1.639, -1.217], [1.568, 0.010, -2.549], [-0.460, -1.221, -3.282], [-3.965, 0.288, -0.937], [-4.393, 2.110, 0.694], [-2.555, 3.598, 1.381], [-0.281, 3.238, 0.548]]}

Number 1: orbital gap 10.3 eV. Number 2: orbital gap 8.1 eV. Number 3: orbital gap 3.8 eV. Number 4: orbital gap 8.6 eV.